{"formula": "C3H9N2O2", "method": "wB97M-V/def2-TZVPD", "e_tot_ha": -379.76214, "charge": -1, "relative_energy_kj_mol": 50.25, "elements": ["H", "H", "H", "H", "C", "H", "C", "N", "H", "H", "O", "O", "H", "N", "H", "C"], "positions_angstrom": [[-3.9295, 0.0277, -0.4319], [0.4790, -1.2048, -0.0541], [2.5818, 0.0360, -0.5371], [2.0112, -2.1120, 0.0126], [-1.8891, 0.0973, -0.6770], [0.4552, 1.0923, 0.3566], [1.4345, -1.3016, 0.4673], [2.2295, -0.0785, 0.4020], [1.2286, -1.5584, 1.5083], [1.3696, 1.1420, 1.8747], [-1.0074, 0.3110, -1.5432], [-1.7396, -0.2868, 0.5082], [-3.4384, 0.3729, -2.0487], [-3.2280, 0.3619, -1.0676], [1.9796, 1.9999, 0.4438], [1.4630, 1.1010, 0.7861]], "atomic_forces_ev_per_a": [[-0.04, -0.14, -0.10], [-0.07, 0.00, 0.07], [-0.20, 0.04, -0.10], [0.01, -0.06, 0.11], [0.31, -0.01, 0.13], [0.02, 0.02, 0.03], [0.03, 0.02, -0.30], [0.40, -0.04, 0.24], [0.01, 0.01, 0.03], [0.03, 0.02, 0.02], [-0.07, -0.07, -0.09], [-0.12, 0.03, -0.05], [0.06, -0.08, -0.02], [-0.18, 0.29, 0.12], [0.08, 0.02, 0.09], [-0.25, -0.04, -0.19]], "lowdin_charge": [0.049, 0.048, 0.076, 0.062, -0.872, 0.050, -0.160, -0.194, 0.069, 0.066, -0.110, -0.109, 0.049, 0.074, 0.063, -0.160]}

***

{"formula": "C5H9NO", "method": "wB97M-V/def2-TZVPD", "e_tot_ha": -325.84590, "relative_energy_kj_mol": 240.64, "elements": ["C", "C", "C", "C", "O", "H", "H", "H", "H", "H", "H", "H", "H", "H", "C", "N"], "positions_angstrom": [[1.4536, 0.3434, 0.0154], [0.1777, -1.1438, -1.6809], [-1.4935, -0.5285, 1.5540], [0.4801, -0.0266, -1.0403], [0.9724, 1.6372, 0.1111], [-1.0354, 1.5253, -0.5332], [-0.9052, 0.3752, 1.7446], [0.7436, -2.0501, -1.4852], [2.8087, 0.3752, 1.3200], [-2.5489, -0.3344, 1.7619], [0.1467, 2.0385, -1.7929], [-1.3749, -0.8237, 0.5095], [-0.6466, -1.1989, -2.3869], [-1.1259, -1.3379, 2.1906], [-0.0227, 1.3939, -0.9265], [2.3703, -0.2448, 0.6388]], "atomic_forces_ev_per_a": [[0.36, -0.35, 0.16], [0.08, 0.18, 0.08], [-0.01, -0.01, 0.01], [-0.09, -0.21, -0.20], [0.11, -0.01, 0.07], [0.15, -0.06, -0.08], [-0.13, -0.17, 0.00], [-0.05, 0.14, -0.03], [-0.01, -0.04, -0.03], [0.17, -0.04, 0.03], [-0.01, -0.07, 0.11], [-0.09, 0.03, 0.24], [0.15, 0.06, 0.07], [-0.10, 0.15, -0.07], [-0.25, 0.09, -0.22], [-0.29, 0.30, -0.16]], "lowdin_charge": [-0.437, 0.091, -0.034, -0.236, -0.005, 0.118, 0.022, 0.080, 0.065, 0.024, 0.124, 0.000, 0.075, 0.029, -0.096, 0.179]}

***

{"formula": "C6H12S4", "method": "wB97M-V/def2-TZVPD", "e_tot_ha": -1828.51452, "relative_energy_kj_mol": 124.15, "smiles": "C1CSCS1.C1CSCS1", "elements": ["H", "C", "H", "H", "S", "C", "H", "C", "H", "C", "H", "H", "H", "H", "S", "H", "S", "S", "H", "C", "H", "C"], "positions_angstrom": [[0.0400, 0.5041, 1.1285], [-0.1333, -3.2031, 0.9103], [0.3949, -3.8857, 0.2170], [-0.5027, 0.1668, -0.5451], [2.1291, 2.6948, -0.8363], [1.6670, 1.1488, -0.1235], [2.5277, 0.6026, 0.3082], [-1.9081, -1.3538, -0.0038], [0.9456, 1.8614, 1.8590], [-0.4950, -0.9341, -0.4289], [-2.6716, -1.0683, -0.7528], [1.2057, 0.4977, -0.8907], [0.1638, 4.0098, -1.5932], [-0.1206, -3.6678, 1.9149], [-1.8406, -3.1036, 0.4000], [-0.0139, 2.2482, -1.8405], [-0.6378, 2.6788, 0.2465], [0.6969, -1.5072, 0.7794], [-0.2775, -1.3756, -1.4205], [0.5564, 1.4574, 0.9047], [-2.1198, -0.7894, 0.9247], [0.3939, 3.0183, -1.1578]], "atomic_forces_ev_per_a": [[0.18, 1.32, 0.40], [1.18, -0.08, -0.28], [-0.23, 0.38, 0.40], [-0.07, -0.95, 0.08], [0.09, 0.82, -0.50], [-0.50, -0.58, 0.49], [-0.45, 0.51, -0.10], [0.57, 1.03, 0.81], [0.04, -0.26, -0.60], [-1.21, -0.13, -1.56], [0.44, -0.57, 0.28], [0.82, 0.53, 0.15], [0.43, -0.48, 0.37], [0.38, 0.77, -0.37], [-1.08, -0.26, -0.41], [0.82, 0.60, -0.44], [0.15, -0.16, 1.24], [-0.73, -2.13, 0.51], [0.03, 0.17, 0.41], [0.08, -0.34, 1.29], [-0.19, -0.21, -0.41], [-0.75, 0.01, -1.78]], "lowdin_charge": [-0.034, -0.734, 0.030, 0.024, 0.830, -0.626, 0.082, -0.540, 0.084, -0.592, 0.094, 0.041, 0.053, 0.038, 0.798, 0.030, 0.801, 0.864, 0.099, -0.589, 0.078, -0.832]}

***

{"formula": "C8H7BiO6S", "method": "wB97M-V/def2-TZVPD", "e_tot_ha": -1373.30755, "elements": ["C", "H", "O", "H", "C", "C", "O", "O", "C", "C", "O", "H", "H", "S", "C", "Bi", "C", "H", "H", "O", "C", "H", "O"], "positions_angstrom": [[0.9892, -1.6724, -1.4466], [2.9402, -1.8006, -2.3003], [-0.9908, 2.3262, 3.2451], [-2.7330, -2.9320, -0.8650], [1.8929, 0.5954, -0.1433], [0.5668, 0.1779, 0.0647], [-1.9241, 3.2292, 1.2679], [-1.7907, 4.6462, 3.2762], [0.0991, -0.9779, -0.5996], [2.2794, -1.2533, -1.6428], [-2.0892, -0.8955, 0.2800], [2.2176, 1.4877, 0.3748], [-1.0720, -3.5725, -0.8566], [-1.0411, 3.7120, 2.5064], [-1.7020, -2.7279, -1.1376], [-1.9967, 1.1689, 1.7531], [-1.2607, -1.4722, -0.4362], [-1.6257, -2.6118, -2.2194], [0.6427, -2.5583, -1.9599], [-0.1313, 0.9367, 0.8973], [2.7261, -0.1053, -0.9786], [3.7422, 0.2398, -1.1239], [0.2610, 4.0597, 2.0446]], "atomic_forces_ev_per_a": [[0.01, 0.03, -0.01], [0.00, 0.00, 0.01], [-0.09, -0.17, 0.03], [0.00, -0.01, -0.01], [-0.03, -0.03, -0.03], [-0.02, 0.02, 0.03], [0.00, -0.11, 0.05], [-0.01, 0.04, 0.02], [0.00, -0.06, -0.04], [-0.03, -0.02, 0.01], [-0.13, -0.01, -0.03], [-0.01, 0.00, 0.00], [-0.01, 0.01, 0.02], [-0.01, -0.11, -0.24], [0.01, -0.02, -0.05], [0.34, 0.22, 0.01], [0.07, 0.07, 0.08], [-0.02, 0.02, 0.00], [0.00, 0.00, 0.00], [-0.09, 0.03, 0.12], [0.05, 0.02, -0.01], [-0.01, -0.01, 0.00], [-0.03, 0.09, 0.04]], "lowdin_charge": [-0.034, 0.104, -0.548, 0.087, 0.011, -0.291, -0.552, -0.274, -0.100, -0.079, -0.145, 0.130, 0.095, 0.344, -0.007, 1.937, -0.367, 0.096, 0.105, -0.295, -0.055, 0.112, -0.274]}

***

{"formula": "C5H8O2", "method": "wB97M-V/def2-TZVPD", "e_tot_ha": -345.67790, "relative_energy_kj_mol": 333.59, "smiles": "O=CCC1(O)CC1", "elements": ["H", "C", "C", "C", "H", "O", "H", "H", "H", "C", "H", "H", "H", "O", "C"], "positions_angstrom": [[2.8684, 0.3744, 1.0791], [2.0610, 0.3178, 0.3246], [-1.7925, -0.4851, 0.1764], [-1.3625, 0.9135, -0.2340], [-2.3718, -1.0778, -0.5238], [-0.0163, -0.3974, -1.5781], [-2.0138, -0.7446, 1.2204], [0.7659, 0.1776, -1.7301], [1.0723, -1.5082, 0.6309], [-0.3605, -0.1634, -0.1446], [-1.4723, 1.7527, 0.4776], [-1.0540, 0.7335, -1.4527], [0.6199, -0.2719, 1.7908], [2.2349, 0.8206, -0.7655], [0.8212, -0.4416, 0.7290]], "atomic_forces_ev_per_a": [[-0.05, -0.03, -0.01], [0.13, 0.11, -0.29], [0.26, -0.36, -0.33], [0.47, -0.02, -1.21], [0.14, 0.02, -0.03], [0.82, -1.16, 0.93], [0.21, 0.46, -0.36], [-0.25, -0.38, 0.15], [0.09, 0.07, 0.10], [0.64, -0.86, -0.93], [0.17, -0.38, -0.90], [-2.59, 2.52, 2.35], [-0.05, 0.06, -0.09], [-0.02, -0.06, 0.53], [0.02, 0.01, 0.09]], "lowdin_charge": [0.125, -0.206, -0.078, -0.071, 0.098, -0.066, 0.107, 0.077, 0.141, -0.513, 0.104, 0.180, 0.130, 0.050, -0.079]}

***

{"formula": "C15H30BF3O7P", "method": "wB97M-V/def2-TZVPD", "e_tot_ha": -1782.23571, "charge": -1, "relative_energy_kj_mol": 0.00, "elements": ["O", "C", "H", "H", "H", "H", "C", "C", "H", "H", "H", "H", "O", "O", "H", "C", "O", "H", "C", "H", "B", "C", "C", "H", "H", "H", "C", "H", "O", "C", "H", "H", "H", "C", "H", "H", "F", "H", "H", "C", "F", "H", "C", "O", "H", "C", "H", "C", "H", "H", "P", "H", "O", "H", "F", "C", "H"], "positions_angstrom": [[-2.1502, 3.5454, 0.4642], [-3.1303, 0.1572, -0.6805], [4.0650, -1.1781, 0.3139], [-2.0180, 5.3570, 1.3377], [1.3755, -0.9960, 4.3976], [-4.6195, 0.7002, 0.7622], [-0.9040, -5.7066, -3.8081], [1.1292, -0.9748, 3.3347], [-1.7315, 3.4534, 3.0653], [-2.2435, -0.4129, -0.4292], [-3.9557, -0.8891, 1.0260], [0.7832, 0.0306, 3.0987], [2.0539, 0.5910, 1.0062], [-2.8709, 1.5683, -0.6947], [-1.5194, -6.5601, -4.0924], [-1.4583, -5.0655, -2.5548], [-1.7929, 1.2411, 1.5916], [-0.7235, 4.8939, 3.1980], [0.9042, 2.9223, -0.4692], [-1.4838, -5.7744, -1.7303], [2.9638, 1.6303, 0.3718], [0.1706, -1.7875, -2.0641], [-0.7684, -2.8315, -2.7006], [-0.3999, 1.6637, -1.5982], [-5.1202, -0.6511, -0.2925], [-0.5181, 4.8170, 0.6291], [2.2660, 2.3482, -0.8956], [1.0199, 3.3122, 0.5401], [4.1956, 0.8473, 0.0937], [-0.9272, 4.0133, 2.5895], [3.1517, 2.5183, 1.2559], [0.2959, -1.6478, 3.1485], [0.6197, 3.7342, -1.1458], [-1.3725, 4.4874, 1.2167], [-2.4658, -4.6821, -2.7113], [-3.4011, -0.1113, -1.7032], [0.2431, -0.7136, -2.8294], [0.2556, 0.8931, -0.1633], [3.3004, 0.6043, 2.6374], [4.1741, -0.2795, 0.9390], [-0.3172, -1.4469, -0.8726], [3.1403, -1.7578, 3.1047], [2.9480, -0.0718, 1.8343], [-1.5390, -2.5798, -3.5779], [-0.8921, -4.9987, -4.6357], [-4.2930, -0.2024, 0.2520], [0.1163, -6.0512, -3.6388], [2.3653, -1.3120, 2.4782], [2.0841, -2.0224, 1.6983], [2.9188, 3.1530, -1.2450], [-1.7197, 2.0196, 0.3432], [5.0922, -0.3740, 1.5326], [-0.6090, -3.9998, -2.0957], [-0.0518, 3.3694, 2.5577], [1.3928, -2.2793, -1.9021], [-0.1631, 1.8229, -0.5445], [2.1345, 1.6636, -1.7434]], "atomic_forces_ev_per_a": [[0.21, 0.21, -0.13], [-0.70, -0.22, -0.38], [-0.01, -0.23, 0.13], [-0.18, -0.07, -0.06], [-0.09, -0.06, 0.06], [-0.15, 0.02, -0.04], [0.10, 0.10, -0.04], [0.27, 0.20, -0.01], [0.00, -0.01, 0.03], [0.13, 0.13, 0.15], [-0.05, -0.06, 0.04], [-0.09, 0.00, -0.09], [0.00, 0.33, -0.05], [0.19, -0.01, 0.06], [-0.01, -0.01, 0.01], [-0.16, -0.25, -0.03], [0.05, 0.10, 0.20], [0.20, 0.02, 0.03], [0.35, -0.23, -0.48], [0.06, 0.04, 0.04], [-0.34, -0.05, 0.31], [-0.01, -0.09, -0.05], [0.05, -0.03, 0.09], [-0.13, -0.01, -0.03], [-0.13, 0.02, -0.01], [0.01, -0.10, -0.12], [0.01, -0.14, 0.09], [-0.06, 0.07, 0.12], [0.21, 0.06, 0.08], [-0.33, -0.07, 0.00], [0.11, -0.04, -0.10], [-0.05, -0.12, 0.07], [-0.18, 0.17, 0.19], [0.04, 0.42, 0.25], [0.03, 0.08, -0.03], [0.11, 0.14, -0.08], [-0.04, 0.26, -0.16], [0.07, 0.00, 0.17], [-0.22, 0.09, 0.11], [-0.12, 0.09, -0.36], [0.03, -0.02, 0.22], [0.06, -0.22, -0.07], [0.46, -0.21, 0.11], [-0.11, 0.03, -0.16], [-0.05, 0.01, 0.01], [0.45, 0.06, 0.18], [-0.02, -0.04, 0.02], [-0.36, 0.20, 0.01], [0.13, -0.07, -0.09], [0.02, 0.08, -0.01], [-0.01, -0.60, -0.09], [0.11, 0.03, -0.02], [0.02, -0.04, 0.05], [0.07, -0.02, -0.03], [0.25, -0.13, 0.04], [-0.14, 0.21, -0.10], [-0.04, -0.04, -0.05]], "lowdin_charge": [-0.192, -0.284, 0.112, 0.109, 0.057, 0.075, -0.063, -0.093, 0.074, 0.082, 0.070, 0.064, -0.054, -0.217, 0.079, -0.201, -0.259, 0.073, -0.258, 0.124, -0.727, -0.567, -0.397, 0.096, 0.060, 0.095, -0.130, 0.077, -0.057, -0.084, 0.111, 0.059, 0.101, -0.273, 0.124, 0.113, 0.185, 0.073, 0.142, -0.193, 0.171, 0.103, -0.425, 0.163, 0.077, -0.072, 0.082, -0.194, 0.103, 0.087, 0.508, 0.111, 0.034, 0.072, 0.186, -0.206, 0.092]}